*i*
Molecular formula: C5H12S
Method: DFT, ωB97M-V with the def2-TZVPD basis set

Geometry as ORCA input:
```
! wB97M-V def2-TZVPD RIJCOSX def2/J DEFGRID3
* xyz 0 1
C 2.08792 -2.12705 -0.88441
C 1.09341 -1.28724 0.06557
C 0.41959 -0.18867 -0.88265
C -0.89215 0.23438 -0.10659
C -1.86383 1.09086 -0.85217
H 3.33953 -1.68772 -0.97432
H 2.20388 -3.44747 -0.70459
H 1.40023 -2.34360 -1.92009
H 0.32055 -2.17184 0.36680
H 1.80773 -0.86250 0.84085
H 0.01795 -0.81217 -1.52545
H 1.15566 0.42917 -1.12845
H -1.27952 -0.86540 0.28629
H -1.45981 2.18161 -1.08529
H -2.61830 1.01208 -0.07052
H -2.30555 0.66311 -1.81885
H -1.44655 1.43988 2.19089
S -0.38784 1.25820 1.34401
*
```

The LUMO energy is 0.86 eV.


*ii*
Molecular formula: C5H12S
Method: DFT, ωB97M-V with the def2-TZVPD basis set

Geometry as ORCA input:
```
! wB97M-V def2-TZVPD RIJCOSX def2/J DEFGRID3
* xyz 0 1
C 1.34699 -0.99343 -2.66852
C 1.79687 0.28107 -2.70945
C 2.15773 0.99638 -1.48127
H 1.37681 -1.55333 -3.62245
H 1.04461 -1.69860 -1.68211
H 1.85856 0.70524 -3.67971
H 2.61023 1.93058 -1.60643
H 1.23895 1.15882 -0.81083
H 2.82863 0.49657 -0.79705
C 0.26076 0.08382 2.11748
C -0.80823 -0.77305 1.50179
S -2.29880 0.22317 1.28231
H 0.53095 1.06280 1.43828
H 1.11427 -0.49655 2.18819
H 0.19753 0.47804 3.18302
H -0.38538 -0.95080 0.48373
H -0.90602 -1.79705 1.90102
H -3.25300 -0.47505 1.92716
*
```

The LUMO energy is 0.93 eV. As for the structure (SMILES): C=CC.CCS.


Most stable = *ii*


*i*
Molecular formula: C7H14N
Method: DFT, ωB97M-V with the def2-TZVPD basis set

Geometry as ORCA input:
```
! wB97M-V def2-TZVPD RIJCOSX def2/J DEFGRID3
* xyz 1 1
C -1.19642 -2.84655 -0.71978
C -1.23299 -1.56467 -0.38474
C -0.30170 -1.02556 0.60484
C -0.58984 -1.21367 1.91034
C 0.83425 -0.19080 0.13429
C 0.38788 1.22628 0.09478
C 1.60266 2.21236 0.13383
N -0.36374 1.57510 -1.18341
H -1.91122 -3.34102 -1.28131
H -0.54302 -3.54672 -0.34308
H -2.01131 -0.83749 -0.73622
H -1.44987 -1.81031 2.23679
H -0.01573 -0.77229 2.68522
H 1.40865 -0.71275 -0.56570
H 1.75637 -0.38355 0.67690
H -0.33851 1.54715 0.89044
H 2.34779 1.94256 -0.60573
H 1.33359 3.25655 0.02399
H 2.16986 1.99106 1.01110
H 0.07575 1.09411 -1.99155
H -0.73015 2.56144 -1.31328
H -1.23230 0.83878 -1.27772
*
```

The LUMO energy is -3.60 eV. As for the structure (SMILES): C=CC(=C)C[C@@H](C)[NH3+].


*ii*
Molecular formula: C7H14N
Method: DFT, ωB97M-V with the def2-TZVPD basis set

Geometry as ORCA input:
```
! wB97M-V def2-TZVPD RIJCOSX def2/J DEFGRID3
* xyz 1 1
C -0.66845 2.76462 1.85610
C -0.85807 1.99826 0.77808
C 0.16806 1.26822 0.03656
C 0.53597 1.71351 -1.14548
C 0.57237 -0.17715 0.34504
C -0.57656 -0.96362 -0.29537
C -0.30449 -2.39138 -0.15257
N 0.88755 -2.96426 -0.91255
H 0.39763 2.78725 2.14934
H -1.32964 3.58216 2.13610
H -1.74223 2.01108 0.02798
H 0.01449 2.72708 -1.54520
H 1.10861 1.14858 -1.92398
H 1.51612 -0.26056 -0.19227
H 0.77738 -0.34483 1.38887
H -0.75702 -0.50239 -1.31619
H -1.51733 -0.66627 0.29302
H -1.16049 -2.80067 -0.79915
H -0.27062 -2.79040 0.86274
H 0.93994 -3.91813 -0.82779
H 1.82531 -2.73816 -0.47735
H 0.77197 -2.75975 -1.92243
*
```

The LUMO energy is -3.85 eV. As for the structure (SMILES): C=CC(=C)CCC[NH3+].


Most stable = *i*


*i*
Molecular formula: C7H14N
Method: DFT, ωB97M-V with the def2-TZVPD basis set

Geometry as ORCA input:
```
! wB97M-V def2-TZVPD RIJCOSX def2/J DEFGRID3
* xyz 1 1
C 1.53948 0.80355 2.40103
C 0.75520 1.59765 1.69277
C 0.60999 1.53176 0.21022
C -0.15860 0.78716 -0.58426
C -0.15645 1.02657 -2.05977
C -1.28459 -0.08828 -0.07748
C -1.13097 -1.54347 -0.52445
N 0.14191 -2.20013 0.00087
H 1.84517 1.06302 3.40694
H 1.90016 -0.17819 2.11773
H 0.40066 2.52929 2.12120
H 1.29002 2.21159 -0.29636
H -0.07927 0.08283 -2.60636
H -1.07799 1.47950 -2.43880
H 0.68870 1.61929 -2.39881
H -2.18765 0.21341 -0.61651
H -1.48835 -0.15930 0.99260
H -0.96848 -1.59235 -1.60009
H -1.96709 -2.12603 -0.14902
H 0.24664 -3.15443 -0.35988
H 0.09530 -2.22086 1.02416
H 0.98621 -1.68258 -0.25576
*
```

The LUMO energy is -3.60 eV. As for the structure (SMILES): C=C/C=C(/C)CC[NH3+].


*ii*
Molecular formula: C7H14N
Method: DFT, ωB97M-V with the def2-TZVPD basis set

Geometry as ORCA input:
```
! wB97M-V def2-TZVPD RIJCOSX def2/J DEFGRID3
* xyz 1 1
C 2.34800 -1.42644 1.09389
C 2.23801 -0.33214 0.31596
C 2.00973 -0.50488 -1.10962
C 1.66840 0.39027 -2.05450
H 2.26730 -2.42779 0.69796
H 2.45543 -1.30204 2.18304
H 2.23950 0.69446 0.68825
H 2.09264 -1.55010 -1.45293
H 1.46641 0.18054 -3.07866
H 1.63549 1.46400 -1.75219
C -2.74353 1.27189 -0.50404
C -1.95822 0.45020 0.53472
C -2.25741 0.26214 1.81689
N -0.73477 -0.20732 -0.01228
H -3.78668 1.32677 -0.21622
H -2.33128 2.28162 -0.43433
H -2.66873 0.83031 -1.48312
H -1.64784 -0.31325 2.50454
H -3.19893 0.60933 2.27795
H -0.90777 -0.88337 -0.73545
H -0.21779 -0.69719 0.73833
H -0.08416 0.57179 -0.41104
*
```

The LUMO energy is -3.43 eV.


Most stable = *i*


*i*
Molecular formula: C7H14N
Method: DFT, ωB97M-V with the def2-TZVPD basis set

Geometry as ORCA input:
```
! wB97M-V def2-TZVPD RIJCOSX def2/J DEFGRID3
* xyz 1 1
C -1.11531 0.55286 -1.93899
C -0.68608 0.07210 -0.77417
C 0.73513 -0.33602 -0.58003
C 1.25759 -1.55204 -0.75368
C 2.71586 -1.81423 -0.66507
C -1.62719 -0.12393 0.39752
C -1.66794 1.03915 1.36758
N -0.32687 1.66914 1.57660
H -0.35755 0.62153 -2.71818
H -2.10397 0.83473 -2.26370
H 1.39703 0.40487 -0.13424
H 0.62995 -2.42181 -0.93073
H 2.98713 -2.13985 0.33896
H 3.07556 -2.43263 -1.47474
H 3.38681 -0.94342 -0.80859
H -2.64444 -0.38582 0.10330
H -1.30687 -1.03770 0.92979
H -2.12145 0.71547 2.30407
H -2.28379 1.84716 0.95576
H 0.12473 1.90536 0.69378
H -0.33144 2.46440 2.21711
H 0.26312 1.06069 2.15765
*
```

The LUMO energy is -3.60 eV. As for the structure (SMILES): C=C(/C=C/C)CC[NH3+].


*ii*
Molecular formula: C7H14N
Method: DFT, ωB97M-V with the def2-TZVPD basis set

Geometry as ORCA input:
```
! wB97M-V def2-TZVPD RIJCOSX def2/J DEFGRID3
* xyz 1 1
C -0.87489 1.86332 -3.18286
C -0.84391 0.56116 -2.81726
C 0.20368 0.18528 -1.91107
C -0.00216 -0.69848 -0.92842
C 1.14827 -0.94051 -0.02585
C 0.70584 0.21696 1.07933
C 0.56754 -0.41978 2.49548
N -0.95509 -0.68677 2.61067
H -1.56508 2.41763 -3.87479
H -0.11503 2.55343 -2.58837
H -1.39544 -0.34168 -3.25791
H 1.19033 0.72572 -2.20989
H -0.91502 -1.49555 -0.94640
H 1.35448 -1.96645 0.28180
H 2.04404 -0.58000 -0.56578
H 1.73559 0.86497 1.34555
H -0.12681 0.84708 0.76581
H 0.96033 -1.43685 2.60838
H 0.88758 0.45032 3.20951
H -1.51571 -0.00843 2.18413
H -1.13863 -0.60461 3.61384
H -1.34992 -1.50677 2.11408
*
```

The LUMO energy is -3.70 eV. As for the structure (SMILES): C=C/C=C/CCC[NH3+].


*iii*
Molecular formula: C7H14N
Method: DFT, ωB97M-V with the def2-TZVPD basis set

Geometry as ORCA input:
```
! wB97M-V def2-TZVPD RIJCOSX def2/J DEFGRID3
* xyz 1 1
C 2.76675 -0.73133 -0.42582
C -1.00016 -1.26539 0.46428
C 1.98483 -1.85116 -0.90917
C 1.95660 -1.63949 0.38796
C -1.62290 -0.58099 -0.65567
C -1.52010 -1.17192 -1.90767
C -2.33943 0.74352 -0.42158
N 0.51738 3.35418 2.13502
H 3.89636 -0.82434 -0.44630
H 2.45464 0.30075 -0.63630
H -0.48638 -2.22489 0.42750
H -1.02180 -0.63994 1.34676
H 1.84125 -2.04468 -1.93921
H -1.62677 -0.55539 -2.77585
H -1.30624 -2.23502 -2.11798
H 0.87401 4.25951 2.31103
H -2.98416 0.71222 0.43182
H -2.95362 0.83694 -1.32136
H -1.56892 1.45498 -0.41891
H 1.56654 -1.81284 1.33681
H 1.02851 2.67556 2.69747
H -0.45638 3.23974 2.43715
*
```

The LUMO energy is -7.22 eV.


Most stable = *i*